# C21H42Cl6O18

9 unconnected molecules or ions with the total composition C21H42Cl6O18 (the ωB97M-V functional and the def2-TZVPD basis, the Open Molecules 2025 dataset).

Relative energy (zero: lowest compared OMol25 entry of this formula, charge and spin) in kcal per mole: 0.00
SMILES: COC(=O)OC.COC(=O)OC.COC(=O)OC.COC(=O)OC.COC(=O)OC.COC(=O)OC.ClCCl.ClCCl.ClCCl

XYZ file:
```
87
Properties=species:S:1:pos:R:3:forces:R:3
C -16.239 -0.184 1.976 -0.6 0.6 -1.4
O -16.051 -1.326 2.790 0.2 0.0 0.3
C -14.852 -1.469 3.337 -0.2 0.0 0.1
O -13.866 -0.809 3.113 -0.1 -0.2 0.1
O -14.909 -2.481 4.194 -0.1 -0.2 -0.2
C -13.668 -2.853 4.778 0.4 0.2 0.5
H -16.710 -0.498 1.038 0.1 -0.3 0.1
H -15.328 0.341 1.702 0.1 -0.2 0.4
H -16.950 0.519 2.406 0.2 -0.1 0.5
H -13.884 -3.676 5.450 -0.1 -0.1 -0.1
H -13.247 -2.030 5.362 -0.1 0.0 -0.1
H -12.924 -3.144 4.038 -0.2 0.0 -0.1
C -20.306 2.336 6.104 -0.9 0.6 0.1
O -19.835 1.374 5.175 0.6 0.0 0.2
C -20.739 0.881 4.336 -0.3 0.0 0.1
O -21.908 1.174 4.294 0.2 0.0 0.0
O -20.131 -0.016 3.560 0.1 0.0 -0.1
C -20.978 -0.613 2.581 -0.3 0.3 -0.3
H -20.647 3.243 5.598 0.0 -0.2 -0.1
H -19.514 2.642 6.778 0.3 -0.5 -0.1
H -21.157 1.946 6.664 0.1 -0.1 0.0
H -21.393 0.150 1.915 0.0 0.0 0.1
H -21.809 -1.134 3.050 0.1 -0.1 0.0
H -20.365 -1.285 1.992 0.1 -0.1 0.2
C -12.301 6.073 2.043 -0.1 -0.1 -0.5
O -13.108 6.957 2.824 0.3 0.2 0.1
C -14.124 6.406 3.477 0.0 0.0 -0.1
O -14.463 5.254 3.382 -0.2 -0.3 0.0
O -14.690 7.343 4.214 0.0 0.3 -0.1
C -15.863 6.986 4.956 0.1 0.1 0.4
H -11.481 6.672 1.661 0.0 0.1 0.1
H -12.863 5.687 1.191 0.0 0.0 0.1
H -11.920 5.240 2.632 -0.1 0.1 0.1
H -16.621 6.530 4.329 0.0 0.0 0.0
H -16.237 7.914 5.375 -0.1 0.1 -0.2
H -15.592 6.342 5.791 0.0 -0.2 -0.2
C -16.859 4.512 7.796 -0.1 0.3 -0.1
O -16.287 5.643 8.471 0.1 -0.1 0.4
C -16.929 6.785 8.262 0.2 0.1 -0.2
O -17.764 6.976 7.416 -0.2 0.0 0.0
O -16.465 7.696 9.116 0.1 -0.2 0.1
C -17.071 8.976 8.997 0.0 0.5 0.1
H -17.926 4.484 8.013 0.0 -0.1 -0.1
H -16.365 3.634 8.191 0.1 0.0 0.0
H -16.689 4.626 6.729 -0.1 -0.3 -0.1
H -16.560 9.624 9.705 0.1 -0.1 0.0
H -18.126 8.932 9.259 0.0 0.0 -0.2
H -16.935 9.380 7.996 -0.1 -0.1 0.0
C -15.448 4.417 0.078 0.1 -0.1 0.1
O -14.146 3.803 0.075 -0.1 -0.2 0.2
C -14.004 2.893 1.042 0.3 0.2 -0.4
O -14.852 2.578 1.838 -0.2 0.0 0.0
O -12.779 2.395 0.991 0.1 0.5 -0.2
C -12.442 1.508 2.058 -0.1 -0.8 0.0
H -16.199 3.635 0.057 -0.1 0.1 -0.1
H -15.506 5.042 -0.807 0.1 0.0 0.0
H -15.560 5.015 0.983 0.0 0.0 -0.1
H -12.836 0.506 1.860 0.2 0.4 -0.1
H -12.881 1.829 3.001 0.4 0.1 -0.4
H -11.360 1.470 2.093 0.1 0.1 0.1
C -14.695 9.829 2.175 0.6 0.0 0.1
O -15.357 9.018 1.195 0.1 0.0 0.0
C -16.509 8.426 1.494 0.3 0.2 0.0
O -17.242 8.681 2.405 -0.3 0.1 0.4
O -16.708 7.481 0.579 0.4 -0.2 -0.6
C -17.987 6.890 0.501 -0.7 -0.3 0.6
H -13.833 9.262 2.523 -0.1 0.0 0.1
H -15.299 10.108 3.033 -0.4 -0.1 -0.2
H -14.309 10.708 1.663 -0.3 0.1 -0.1
H -18.741 7.605 0.171 0.1 0.0 -0.1
H -18.323 6.495 1.465 0.2 0.2 0.0
H -17.921 6.049 -0.183 0.1 0.1 -0.2
C -19.034 2.443 -1.389 -0.1 0.1 0.2
Cl -17.368 2.061 -1.830 0.0 -0.1 -0.1
Cl -20.156 2.387 -2.750 0.1 0.0 -0.1
H -19.368 1.731 -0.644 0.0 -0.1 0.0
H -19.051 3.444 -0.975 0.0 0.0 0.0
C -17.278 3.959 3.003 0.0 0.4 -0.2
Cl -18.075 2.977 1.762 -0.2 -0.2 0.1
Cl -18.332 4.226 4.384 0.0 0.1 0.1
H -16.343 3.509 3.300 -0.1 -0.2 0.0
H -17.078 4.920 2.544 0.0 0.1 0.1
C -14.345 2.077 4.805 0.1 0.0 0.3
Cl -15.963 1.424 5.105 0.0 0.0 -0.1
Cl -13.869 3.226 6.069 0.1 0.0 0.1
H -13.655 1.243 4.827 0.0 0.0 0.1
H -14.301 2.590 3.849 -0.4 0.0 0.3
```
Positions in Å, forces in eV/Å.

# CHOP

CHOP in the gas phase (the ωB97M-V functional and the def2-TZVPD basis, the Open Molecules 2025 dataset).

Relative energy (zero: lowest compared OMol25 entry of this formula, charge and spin) in kcal per mole: 8.23
SMILES: O=C=P

XYZ file:
```
4
Properties=species:S:1:pos:R:3:forces:R:3
C 0.178 -0.689 0.094 -1.1 -3.1 2.4
O 0.115 -1.795 0.530 1.0 3.3 -1.5
P -0.270 0.706 -0.689 -0.7 -1.2 -2.7
H -0.024 1.779 0.065 0.9 0.9 1.8
```
Positions in Å, forces in eV/Å.

# C41H62IO27P

9 unconnected molecules or ions with the total composition C41H62IO27P (the ωB97M-V functional and the def2-TZVPD basis, the Open Molecules 2025 dataset).

SMILES: CCCc1ccc2c(c1P(O)I)C(=O)c1ccccc1C2=O.COC(=O)OC.COC(=O)OC.COC(=O)OC.COC(=O)OC.COC(=O)OC.COC(=O)OC.COC(=O)OC.COC(=O)OC

XYZ file:
```
132
Properties=species:S:1:pos:R:3:forces:R:3
C 7.245 0.141 0.544 -1.6 -0.1 0.0
C 6.065 -0.829 -0.138 0.9 0.8 -0.2
C 4.748 -0.671 0.825 -0.3 -0.9 0.1
C 3.469 -1.611 0.416 -2.8 -2.3 0.1
C 2.868 -2.601 1.617 -2.0 -0.4 -2.7
C 1.561 -3.591 1.432 1.4 2.6 -3.7
C 0.826 -3.594 -0.033 2.2 1.8 0.4
C 1.407 -2.620 -1.256 0.7 -0.5 2.5
C 2.722 -1.616 -1.066 -2.3 -3.5 2.6
P 3.329 -0.471 -2.500 -0.7 1.2 0.7
O 1.972 0.126 -3.450 2.1 -2.1 -0.4
I 4.770 -1.761 -4.090 -0.7 -0.1 0.3
C 0.564 -2.734 -2.691 1.3 -0.2 -3.7
O 1.129 -2.764 -3.901 -3.2 0.4 7.3
C -1.084 -2.863 -2.527 -2.9 -0.3 0.7
C -2.125 -2.083 -3.527 -1.4 -2.5 3.2
C -3.744 -2.254 -3.239 2.0 -1.8 1.9
C -4.365 -3.209 -2.015 4.8 0.5 -0.6
C -3.287 -3.979 -1.041 1.5 2.0 -2.8
C -1.665 -3.800 -1.306 -1.5 1.5 -1.6
C -0.531 -4.530 -0.316 -0.7 -3.5 1.8
O -0.710 -5.743 0.239 1.1 7.8 -3.3
H 6.709 1.193 0.704 1.4 -2.1 -0.4
H 8.174 0.255 -0.160 -1.8 -0.3 1.6
H 7.478 -0.303 1.602 0.0 0.9 -2.1
H 5.927 -0.412 -1.233 -0.2 -0.9 2.2
H 6.435 -1.953 -0.259 -1.0 2.4 0.5
H 5.097 -0.988 1.922 -0.9 0.6 -2.4
H 4.365 0.432 0.906 0.9 -2.0 -0.4
H 3.368 -2.609 2.700 -1.1 0.2 -2.8
H 1.124 -4.265 2.297 1.1 1.6 -2.0
H 2.249 -0.028 -4.416 -0.8 0.1 1.9
H -1.707 -1.410 -4.413 -1.1 -1.7 2.2
H -4.527 -1.707 -3.954 2.0 -1.3 1.8
H -5.535 -3.298 -1.858 2.9 0.2 -0.3
H -3.583 -4.677 -0.126 0.5 1.7 -2.3
C -9.828 -1.188 1.088 -0.6 0.1 0.2
O -8.491 -1.344 0.616 1.0 0.2 0.6
C -7.537 -1.043 1.533 -0.1 0.1 0.3
O -7.735 -0.666 2.677 0.3 -0.6 -1.7
O -6.323 -1.233 0.955 -1.1 0.1 0.3
C -5.216 -0.953 1.809 0.5 0.1 0.3
H -10.507 -1.456 0.274 0.4 0.0 0.0
H -10.020 -1.859 1.931 0.1 0.2 -0.1
H -10.019 -0.147 1.368 0.1 -0.2 0.1
H -5.224 -1.614 2.681 -0.1 0.2 -0.1
H -5.224 0.098 2.119 -0.1 -0.2 0.1
H -4.298 -1.138 1.245 -0.4 0.0 -0.1
C 3.126 2.597 -4.490 -0.2 -0.2 0.2
O 3.876 3.278 -5.495 1.0 0.8 0.3
C 4.895 4.034 -5.014 -0.1 -0.1 0.1
O 5.198 4.165 -3.838 -0.4 -0.3 -1.8
O 5.519 4.619 -6.068 -0.6 -0.5 0.8
C 6.620 5.451 -5.710 0.4 0.3 0.1
H 2.339 2.024 -4.987 0.3 0.4 -0.2
H 3.764 1.900 -3.938 0.0 0.3 0.0
H 2.654 3.313 -3.810 0.2 -0.2 0.0
H 7.398 4.868 -5.206 -0.2 0.1 0.1
H 6.287 6.282 -5.078 0.1 -0.2 0.0
H 7.043 5.866 -6.629 -0.3 -0.2 0.0
C -7.387 0.800 5.603 0.1 0.3 -0.6
O -7.926 0.161 6.758 -1.1 0.1 0.5
C -9.212 0.498 7.034 -0.1 0.3 -0.3
O -9.903 1.273 6.391 1.0 -1.1 0.9
O -9.594 -0.176 8.147 0.4 0.4 -0.8
C -10.935 0.083 8.559 -0.5 0.1 0.2
H -6.356 0.458 5.478 -0.3 -0.1 0.3
H -7.953 0.522 4.708 0.1 0.2 0.3
H -7.375 1.887 5.733 -0.1 -0.2 0.0
H -11.643 -0.224 7.782 0.1 0.2 0.1
H -11.065 1.141 8.807 0.0 -0.2 -0.2
H -11.133 -0.508 9.457 0.3 0.0 -0.2
C 2.633 -5.713 -2.946 -0.4 0.2 -0.3
O 3.679 -5.949 -2.006 0.5 -1.1 0.3
C 4.054 -7.249 -1.902 -0.3 -0.2 -0.3
O 3.580 -8.184 -2.529 0.7 1.3 0.9
O 5.047 -7.329 -0.981 -0.7 0.2 -0.6
C 5.544 -8.649 -0.766 0.2 -0.4 0.1
H 2.414 -4.642 -2.946 0.4 -0.3 0.2
H 2.949 -6.000 -3.955 -0.1 -0.1 0.2
H 1.724 -6.250 -2.656 0.2 -0.1 -0.1
H 5.976 -9.053 -1.687 -0.2 0.0 0.1
H 4.751 -9.303 -0.389 0.1 0.1 -0.2
H 6.333 -8.594 -0.012 -0.2 0.3 -0.1
C 6.473 4.921 2.813 0.2 -0.3 0.4
O 5.891 5.768 1.824 -0.4 -0.6 -0.8
C 5.558 5.134 0.672 -0.1 -0.4 -0.4
O 5.715 3.947 0.435 -0.2 1.7 0.5
O 5.020 6.051 -0.172 0.5 -0.6 1.2
C 4.620 5.522 -1.435 0.1 -0.2 -0.6
H 6.699 5.532 3.691 -0.2 0.1 -0.3
H 5.770 4.137 3.112 0.2 0.1 -0.2
H 7.408 4.485 2.446 -0.3 -0.1 0.0
H 3.843 4.762 -1.306 0.3 0.0 0.0
H 5.481 5.110 -1.972 -0.4 0.0 0.4
H 4.205 6.341 -2.028 0.1 0.0 0.3
C 6.832 8.419 1.229 -0.4 -0.3 0.2
O 7.960 9.087 0.669 0.1 1.0 -0.9
C 7.649 10.020 -0.267 -0.5 -0.1 0.0
O 6.525 10.311 -0.643 1.6 -0.4 0.5
O 8.806 10.572 -0.711 -0.7 -0.5 0.4
C 8.632 11.578 -1.707 0.0 0.3 -0.3
H 7.197 7.696 1.964 0.2 0.4 -0.3
H 6.177 9.130 1.742 0.0 -0.1 -0.2
H 6.283 7.874 0.454 0.1 0.3 0.2
H 8.049 12.416 -1.311 0.0 -0.2 -0.1
H 8.154 11.159 -2.599 -0.1 0.1 0.2
H 9.621 11.950 -1.989 -0.1 -0.3 0.3
C -14.199 -5.501 11.532 -0.2 0.0 0.5
O -13.684 -5.690 10.216 0.5 0.8 -0.6
C -13.042 -4.608 9.706 0.1 0.4 0.2
O -12.883 -3.537 10.271 -0.2 -1.5 -0.8
O -12.607 -4.925 8.460 -0.4 0.1 1.0
C -11.908 -3.873 7.798 0.3 0.4 -0.3
H -14.691 -6.428 11.839 0.2 0.1 -0.3
H -13.388 -5.292 12.237 -0.2 0.1 -0.2
H -14.941 -4.696 11.545 0.3 0.0 0.0
H -11.006 -3.599 8.354 -0.2 0.1 0.0
H -12.559 -3.003 7.661 0.2 -0.1 0.2
H -11.608 -4.236 6.811 -0.2 -0.2 0.3
C 1.403 -1.599 -7.066 -0.3 0.0 0.5
O 1.918 -1.788 -8.382 0.6 0.8 -0.6
C 2.560 -0.706 -8.892 0.1 0.3 0.2
O 2.719 0.365 -8.327 -0.2 -1.5 -0.8
O 2.995 -1.023 -10.138 -0.4 0.1 1.0
C 3.694 0.029 -10.800 0.3 0.4 -0.3
H 0.911 -2.526 -6.759 0.2 0.1 -0.3
H 2.214 -1.390 -6.361 -0.1 0.0 -0.1
H 0.661 -0.794 -7.053 0.2 0.0 0.0
H 4.596 0.303 -10.244 -0.3 0.1 0.0
H 3.043 0.899 -10.937 0.2 -0.1 0.2
H 3.994 -0.334 -11.787 -0.2 -0.2 0.3
```
Positions in Å, forces in eV/Å.

# C18H22BrN5O5PdS

A molecular structure, C18H22BrN5O5PdS (the ωB97M-V functional and the def2-TZVPD basis, the Open Molecules 2025 dataset).

Relative energy (zero: lowest compared OMol25 entry of this formula, charge and spin) in kcal per mole: 10.22

XYZ file:
```
53
Properties=species:S:1:pos:R:3:forces:R:3
Pd 0.234 0.665 -0.645 -0.1 0.1 0.0
N 3.572 3.133 -1.683 0.0 0.0 0.0
C 2.472 2.542 -1.165 0.0 0.0 0.0
O 2.528 1.423 -0.664 0.0 0.0 -0.1
C 1.179 3.317 -1.193 0.0 0.0 0.0
C 0.017 2.410 -1.589 0.1 -0.1 0.1
H 4.426 2.603 -1.718 0.0 0.0 0.0
H 3.518 4.007 -2.172 0.0 0.0 0.0
H 1.262 4.196 -1.841 0.0 0.0 0.0
H 1.028 3.680 -0.171 0.0 0.0 0.0
H 0.072 2.119 -2.644 0.0 0.0 0.0
H -0.927 2.933 -1.425 0.0 0.0 0.0
N -4.113 2.176 -1.933 0.0 0.0 0.0
C -4.307 0.758 -1.661 0.0 0.0 0.0
C -3.176 -0.057 -2.270 0.0 0.1 0.0
O -2.926 -1.187 -1.925 0.0 0.0 -0.1
O -2.518 0.562 -3.237 0.0 -0.1 0.0
H -4.988 2.679 -1.959 0.0 0.0 0.0
H -2.891 1.471 -3.256 0.0 0.0 0.0
H -3.529 2.586 -1.212 0.0 0.0 0.0
H -5.222 0.416 -2.151 0.0 0.0 0.0
H -4.375 0.500 -0.604 0.0 0.0 0.0
N -2.322 -1.420 0.832 0.0 0.1 0.0
C -1.660 -0.397 1.362 0.0 0.0 0.1
S -1.669 1.164 0.611 0.0 0.0 -0.1
N -1.021 -0.590 2.516 -0.1 0.1 0.0
C -0.120 0.356 3.117 0.0 0.0 0.0
C -0.542 1.120 4.191 0.0 0.0 0.0
C 0.338 2.024 4.769 0.0 0.0 0.0
C 1.624 2.159 4.266 0.0 0.0 0.0
C 2.039 1.381 3.193 0.0 0.0 0.0
C 1.169 0.468 2.617 0.0 0.0 0.0
H -2.644 -1.329 -0.133 0.0 0.0 0.0
H -2.069 -2.354 1.117 0.0 0.0 0.0
H -1.053 -1.515 2.921 0.1 0.0 -0.1
H -1.556 1.018 4.556 0.0 0.0 0.0
H 0.015 2.628 5.606 0.0 0.0 0.0
H 2.306 2.869 4.715 0.0 0.0 0.0
H 3.040 1.482 2.796 0.0 0.0 0.0
H 1.475 -0.148 1.781 0.0 0.0 0.0
Br 1.837 -6.548 1.271 0.0 0.0 0.0
C 1.829 -5.374 -0.215 0.0 0.0 0.0
C 2.191 -5.846 -1.467 0.0 0.0 0.0
N 2.204 -5.068 -2.545 0.0 0.0 0.0
C 1.854 -3.793 -2.398 0.0 0.0 0.0
C 1.476 -3.238 -1.181 0.0 0.0 0.0
C 1.464 -4.052 -0.060 0.0 0.0 0.0
C 1.086 -1.790 -1.090 0.0 0.0 0.0
O 0.619 -1.387 0.031 0.0 0.1 -0.1
O 1.226 -1.058 -2.078 0.0 0.0 0.0
H 2.478 -6.882 -1.601 0.0 0.0 0.0
H 1.870 -3.168 -3.281 0.0 0.0 0.0
H 1.181 -3.644 0.901 0.0 0.0 0.0
```
Positions in Å, forces in eV/Å.

no.,frontier orbital gap (eV),total energy (eV)
1,11.17,-134448.364
2,8.98,-12387.658
3,6.83,-116175.565
4,8.20,-121070.916